No. 1
Molecular formula: C6H8F3N2O
Method: DFT, ωB97M-V with the def2-TZVPD basis set

Values from the calculation:
F_max, eV/A: 6.29
Highest occupied orbital energy (alpha / beta), eV: -7.96 / -12.11
Spin multiplicity: 3
Total energy, a.u.: -717.3786
Energy relative to the best compared isomer or geometry (same formula, charge and spin), kcal/mol: 0.0
E_LUMO (alpha / beta), eV: -3.52 / -5.15
Total charge: +1
Expectation value of S²: 2.041
Frontier orbital gap (alpha / beta), eV: 4.4 / 7.0

Each atom is followed by the atoms it is bonded to, with distances in Å.
Cartesian coordinates (Å):
1 C 1.84 -1.33 -1.80  C2 1.412, C3 1.365, H13 1.079
2 C 1.31 -2.23 -2.76  C1 1.412, C4 1.348, F10 1.339
3 C 1.02 -0.61 -0.98  C1 1.365, C5 1.410, O9 1.385
4 C -0.01 -2.41 -2.93  C2 1.348, C6 1.704, F11 1.323
5 C -0.38 -0.71 -1.05  C3 1.410, C6 1.364, F12 1.385
6 C -1.06 -1.52 -1.92  C4 1.704, C5 1.364, N7 1.330
7 N -2.37 -1.71 -2.07  C6 1.330, H15 1.006, H16 1.006
8 N 0.03 1.39 1.91  H14 1.024, H17 1.063, H18 1.023, H19 1.028
9 O 1.54 0.26 -0.04  C3 1.385, H20 0.967
10 F 2.20 -2.90 -3.51  C2 1.339
11 F -0.63 -3.21 -3.78  C4 1.323
12 F -1.11 0.06 -0.16  C5 1.385
13 H 2.91 -1.25 -1.73  C1 1.079
14 H 0.27 0.96 2.80  N8 1.024
15 H -2.70 -2.33 -2.80  N7 1.006
16 H -3.03 -1.17 -1.54  N7 1.006
17 H 0.61 0.95 1.13  N8 1.063
18 H 0.21 2.40 1.95  N8 1.023
19 H -0.96 1.22 1.69  N8 1.028
20 H 2.50 0.28 -0.13  O9 0.967

Löwdin atomic charge list, values in e, 5 entries: C 0.05; C -0.23; C -0.27; C -0.05; C -0.16

No. 2
Molecular formula: C6H8FN
Method: DFT, ωB97M-V with the def2-TZVPD basis set

Values from the calculation:
F_max, eV/A: 2.17
Highest occupied orbital energy, eV: -9.21
Spin multiplicity: 1
Total energy, a.u.: -387.9303
Energy relative to the best compared isomer or geometry (same formula, charge and spin), kcal/mol: 67.8
E_LUMO, eV: 0.89
Frontier orbital gap, eV: 10.1

Each atom is followed by the atoms it is bonded to, with distances in Å.
Cartesian coordinates (Å):
1 C -0.23 1.45 1.12  C2 1.538, H7 1.113, H8 1.095, H9 1.091
2 C -0.40 0.24 0.18  C1 1.538, C3 1.469, C5 1.501, C6 1.489
3 C -1.79 -0.12 -0.13  C2 1.469, C4 1.187
4 C -2.92 -0.34 -0.42  C3 1.187, H10 1.040
5 C 0.55 0.00 -0.96  C2 1.501, C6 1.489, H11 1.059, N15 1.442
6 C 0.43 -1.00 0.14  C2 1.489, C5 1.489, H14 1.102, F16 1.352
7 H -0.91 2.22 0.69  C1 1.113
8 H 0.80 1.82 1.07  C1 1.095
9 H -0.48 1.28 2.17  C1 1.091
10 H -3.89 -0.69 -0.52  C4 1.040
11 H 0.01 -0.31 -1.82  C5 1.059
12 H 1.91 1.43 -1.67  N15 0.984
13 H 2.56 0.09 -0.95  N15 1.017
14 H -0.03 -1.99 -0.03  C6 1.102
15 N 1.78 0.75 -0.98  C5 1.442, H12 0.984, H13 1.017
16 F 1.51 -1.16 0.93  C6 1.352

Löwdin atomic charge list, values in e, 5 entries: C -0.01; C -0.38; C -0.09; C 0.13; C -0.24

No. 3
Molecular formula: C6H8FN
Method: DFT, ωB97M-V with the def2-TZVPD basis set

Values from the calculation:
F_max, eV/A: 4.37
Highest occupied orbital energy, eV: -8.68
Spin multiplicity: 1
Total energy, a.u.: -387.8375
Energy relative to the best compared isomer or geometry (same formula, charge and spin), kcal/mol: 126.0
E_LUMO, eV: 0.97
Frontier orbital gap, eV: 9.6

Each atom is followed by the atoms it is bonded to, with distances in Å.
Cartesian coordinates (Å):
1 C 2.44 -0.30 0.15  H7 1.148, H8 1.111, H9 1.133, N15 1.436
2 C 0.13 -0.02 -0.03  C3 1.463, C4 1.582, C5 1.449, N15 1.395
3 C -0.37 -0.98 0.96  C2 1.463, C4 1.488, H11 1.093, H12 1.229
4 C -1.05 -1.02 -0.37  C2 1.582, C3 1.488, H13 1.216, F16 1.306
5 C -0.23 1.39 0.03  C2 1.449, C6 1.235
6 C -0.30 2.62 -0.04  C5 1.235, H14 1.207
7 H 2.25 -1.21 0.83  C1 1.148
8 H 2.27 0.67 0.66  C1 1.111
9 H 3.39 -0.37 -0.47  C1 1.133
10 H 1.35 -1.48 -0.94  N15 1.107
11 H -1.09 -0.54 1.66  C3 1.093
12 H 0.49 -1.71 1.44  C3 1.229
13 H -0.87 -1.66 -1.39  C4 1.216
14 H -0.36 3.75 0.36  C6 1.207
15 N 1.29 -0.40 -0.70  C1 1.436, C2 1.395, H10 1.107
16 F -2.24 -0.53 -0.17  C4 1.306

Löwdin atomic charge list, values in e, 5 entries: C -0.13; C -0.53; C -0.05; C -0.27; C -0.07